Molecular formula: C4H7NO
Method: DFT, the ωB97M-V functional and the def2-TZVPD basis

```
13
Properties=species:S:1:pos:R:3:mulliken_charge:R:1
C -1.264 0.201 0.494 -0.015
C -0.612 -0.822 -0.354 -0.332
C 1.277 0.243 0.856 -0.867
C 0.876 -0.397 -0.466 0.020
N -2.336 0.782 0.523 -0.461
O 1.076 0.474 -1.551 -0.547
H -0.668 -1.758 0.205 0.291
H -1.115 -0.972 -1.325 0.284
H 1.797 1.183 0.809 0.319
H 1.497 -0.395 1.689 0.305
H 1.494 -1.273 -0.712 0.353
H -2.579 1.463 1.226 0.307
H 0.557 1.272 -1.394 0.342
```

Summary:
Charge: 0
ΔE to the lowest compared entry with this formula, charge and spin: 105.5 kcal/mol
LUMO energy (alpha / beta): 0.458 / 0.422 eV
Kohn-Sham gap (alpha / beta): 7.9736 / 8.7326 eV
E_HOMO (alpha / beta): -7.5158 / -8.3106 eV

=====

Molecular formula: C23H46AlCl2N4O5
Method: DFT, the ωB97M-V functional and the def2-TZVPD basis

```
81
Properties=species:S:1:pos:R:3:mulliken_charge:R:1
C 0.544 0.406 1.109 -0.425
C 1.796 0.200 1.569 -0.385
Al 3.451 0.301 0.386 0.028
C 4.971 -0.477 1.464 -0.370
C 5.876 -1.359 1.018 -0.589
C 3.047 -0.743 -1.295 0.011
C 2.092 -1.936 -1.114 -0.811
C 1.218 -2.265 -2.329 -0.283
C 0.417 -1.068 -2.839 -0.302
O 1.081 -0.472 -3.979 -0.584
C 3.783 2.306 0.089 -0.028
Cl 3.469 3.371 1.488 -0.330
C 4.222 2.960 -0.992 0.629
C 4.420 4.444 -1.118 -1.305
Cl 4.622 2.037 -2.426 -0.241
H 0.431 0.913 0.150 0.123
H -0.347 0.128 1.673 0.227
H 1.879 -0.052 2.631 0.239
H 5.067 -0.172 2.508 0.254
H 5.776 -1.823 0.043 0.196
H 6.711 -1.650 1.651 0.252
H 2.731 -0.089 -2.106 -0.262
H 4.002 -1.156 -1.641 0.338
H 1.433 -1.836 -0.254 0.246
H 2.710 -2.817 -0.921 0.403
H 1.775 -2.687 -3.166 -0.082
H 0.489 -3.020 -2.013 0.379
H -0.569 -1.355 -3.195 0.357
H 0.367 -0.315 -2.054 0.150
H 1.448 0.371 -3.721 0.286
H 3.454 4.949 -1.073 0.277
H 5.034 4.836 -0.313 0.312
H 4.845 4.688 -2.088 0.367
C -2.649 1.227 2.524 0.136
O -2.332 0.070 2.335 -0.667
N -3.700 1.862 1.976 0.229
C -3.938 3.263 2.262 -0.448
C -4.595 1.132 1.089 -0.842
H -2.060 1.884 3.186 0.202
H -4.911 3.403 2.741 0.338
H -3.913 3.840 1.333 0.335
H -3.150 3.621 2.924 -0.144
H -5.025 0.281 1.614 0.179
H -4.042 0.749 0.231 0.274
H -5.386 1.795 0.748 0.388
C 3.063 -5.265 -5.876 0.088
O 3.456 -6.415 -5.951 -0.610
N 1.985 -4.786 -6.523 0.139
C 1.555 -3.404 -6.405 -1.019
C 1.230 -5.692 -7.367 -0.966
H 3.571 -4.507 -5.258 0.332
H 0.542 -3.364 -6.002 0.345
H 1.567 -2.928 -7.388 0.362
H 2.215 -2.853 -5.740 0.337
H 0.853 -6.529 -6.777 0.298
H 1.871 -6.096 -8.152 0.284
H 0.395 -5.159 -7.816 0.389
C -6.198 -2.893 1.971 0.086
O -5.666 -2.110 1.213 -0.536
N -5.779 -3.120 3.231 0.165
C -6.433 -4.067 4.107 -0.931
C -4.619 -2.378 3.713 -0.907
H -7.078 -3.497 1.686 0.239
H -6.803 -3.560 5.001 0.328
H -5.732 -4.847 4.410 0.329
H -7.273 -4.531 3.593 0.290
H -4.816 -1.307 3.672 0.211
H -3.753 -2.581 3.084 0.342
H -4.403 -2.670 4.738 0.382
C -0.998 4.491 3.897 0.036
O -2.086 4.839 4.337 -0.704
N -0.116 5.299 3.297 0.190
C 1.153 4.805 2.783 -1.110
C -0.444 6.706 3.155 -0.987
H -0.652 3.447 3.952 0.439
H 1.981 5.318 3.278 0.375
H 1.218 4.982 1.710 0.465
H 1.243 3.737 2.962 0.283
H -0.605 7.154 4.136 0.299
H -1.362 6.819 2.577 0.288
H 0.369 7.218 2.649 0.390
```

Summary:
Charge: -1
LUMO energy: 2.173 eV
Kohn-Sham gap: 7.2784 eV
E_HOMO: -5.1056 eV

=====

Total energy in eV, matching the order above: -7795.068; -72436.947